{
  "formula": "C41H62ClN2O13PS",
  "method": "ωB97M-V/def2-TZVPD",
  "smiles": "CCCCNc1cc2c(cc1P(O)(O)=S)C(=O)c1c(CCCCOC)c([C@@H](Cl)CC)c(O)c(N(C)C(C)=O)c1C2=O.CCOC(C)=O.CCOC(C)=O.CCOC(C)=O",
  "total_energy_ha": -3886.98307,
  "e_homo_ev": -8.4,
  "e_lumo_ev": -0.654,
  "de_lowest_kcal_mol": 0.0,
  "symbols": ["C", "H", "C", "H", "H", "C", "H", "C", "O", "H", "N", "O", "H", "O", "H", "H", "C", "C", "C", "O", "H", "C", "H", "H", "H", "O", "C", "H", "O", "H", "C", "C", "H", "H", "H", "C", "C", "O", "O", "C", "C", "C", "H", "C", "H", "P", "C", "C", "H", "H", "H", "O", "H", "H", "C", "O", "H", "C", "H", "H", "H", "C", "H", "C", "C", "H", "O", "H", "H", "H", "H", "H", "H", "H", "H", "H", "H", "C", "C", "C", "C", "C", "H", "C", "C", "H", "H", "H", "H", "C", "C", "H", "H", "C", "H", "C", "H", "C", "N", "O", "H", "C", "H", "H", "H", "H", "H", "S", "H", "C", "H", "Cl", "H", "O", "H", "H", "C", "H", "C", "C", "H"],
  "xyz": [[7.768234, -0.737356, 2.946571], [-9.018823, 4.495560, -6.864095], [5.499934, -7.788031, 2.689675], [-6.660670, 5.137793, -6.255930], [3.376186, 0.991064, -4.901887], [0.770827, 1.523129, -2.147271], [3.493079, -2.634638, -3.817881], [0.495314, 1.628609, 0.297761], [6.653161, -1.593811, 3.008266], [-10.433105, 4.462601, -5.814409], [1.759892, -0.165329, -4.265882], [0.563224, 2.102240, -3.186156], [5.662186, -2.087602, -2.554449], [-7.073769, 6.853952, -4.036517], [3.397170, -1.165140, 3.503024], [-4.262085, -2.197838, 5.802075], [-4.766363, -1.612187, 6.565926], [-9.962101, 4.994159, -6.640846], [4.272788, -1.707497, 3.140727], [3.927922, -1.773795, -3.823466], [9.109633, -9.542429, 1.763386], [-9.753021, 6.447728, -6.271817], [-5.937011, 6.747122, -6.314450], [1.156282, -2.348254, -2.718756], [3.663968, 0.226581, 1.617950], [6.205093, -8.461126, 0.414399], [4.219482, -1.820601, 1.616062], [-4.019653, 2.747495, 0.720606], [-1.515784, 2.059494, 3.998217], [-3.929520, 6.641789, -1.392776], [-1.650575, 2.089122, 1.319729], [6.192276, -4.316992, -0.726984], [-7.860918, 0.304901, 8.499489], [7.784800, -7.458252, 1.327431], [7.514277, -9.703753, 2.504999], [-6.775129, 0.297366, 8.401566], [4.989627, -3.470930, -1.108512], [4.090128, -8.031758, 0.794701], [-3.028380, -0.024308, 6.276906], [3.480049, -1.016658, -2.758153], [-2.251905, 2.184065, 0.042612], [5.527349, -0.997108, 3.622564], [2.964717, -0.334192, -5.994903], [-5.574642, 5.271261, -1.817116], [5.320955, -8.694786, 3.266434], [-2.582772, 2.321277, 2.837996], [-4.475916, 6.235534, -2.248853], [1.956383, 1.398139, 0.394664], [5.616193, -1.083158, 4.712792], [6.585553, -4.058234, 0.254804], [5.084888, -2.403525, 1.312131], [-4.953255, 0.835254, 6.861681], [-10.604991, 4.916826, -7.517894], [-5.836227, -1.659128, 6.382758], [8.041211, -9.605619, 1.555877], [-2.829483, 3.901286, 2.921166], [7.530868, 0.183300, 2.402709], [5.326332, -2.031135, -1.524882], [4.547744, -3.916361, -2.006129], [-3.732489, 5.713609, -2.856942], [8.557212, -1.261656, 2.410809], [-0.285589, 1.834371, 1.426489], [-6.800147, 0.112250, 6.233869], [7.584757, -8.384021, 0.786370], [2.390410, -0.189190, -2.985474], [-9.307125, 7.018812, -7.086938], [2.608634, 1.922334, 1.271687], [-3.101675, 4.062587, -1.419731], [4.269433, -2.712018, 3.569082], [5.942879, -5.378876, -0.728620], [-6.419697, -0.709984, 8.619095], [-6.352399, 0.968897, 9.148552], [4.803538, -7.023089, 3.022493], [6.983671, -4.185345, -1.467641], [8.135999, -0.481083, 3.946178], [0.175657, 1.793105, 2.401992], [-6.412683, 5.849264, -1.426178], [-4.186402, -0.217504, 6.535786], [1.933949, 0.598232, -1.937256], [-0.102239, 1.704065, -0.956738], [-5.131507, 4.259975, -0.760577], [-7.636996, 6.596863, -5.064184], [-5.980740, 3.624316, -0.498191], [2.553023, 0.436458, -5.344949], [4.126768, -1.101305, -1.523691], [-1.889889, 2.048703, -2.070063], [-0.435732, -1.718429, -3.137892], [-5.943054, 4.756651, -2.707707], [-2.016816, 4.409393, 3.042692], [0.471313, -2.168143, -3.544035], [-6.878285, 6.204129, -6.311003], [1.932869, 1.098357, -5.943121], [7.850951, -10.506920, 0.973722], [2.541279, 0.512975, -0.673274], [3.320032, -2.374248, 1.334494], [-3.952694, 3.413957, -1.199268], [8.116156, -8.317682, -0.161533], [-6.372859, 0.745453, 7.012024], [-3.601549, 2.436952, -0.149273], [-8.985087, 6.597246, -5.073706], [4.218962, -3.486676, -0.345158], [4.210106, -0.437610, 0.958898], [-4.866922, 4.814107, 0.147892], [-4.862558, 7.058678, -2.841644], [-6.726995, 1.757455, 6.824991], [6.510225, -7.438987, 2.884253], [0.201706, -3.112398, -4.008781], [-4.184006, 1.289372, 3.015652], [-7.399484, 6.408783, -7.241893], [-1.445892, 1.982959, -1.086465], [-4.213641, 2.895543, -2.125970], [6.754187, -1.315456, -0.694834], [5.484643, 0.074635, 3.394884], [0.746420, -1.479971, -5.803500], [-10.707358, 6.917680, -6.040777], [5.223883, -0.037688, 0.921897], [1.018608, -1.274460, -4.636452], [-1.805526, 1.321178, 4.559635], [5.203673, -8.082325, 1.236159], [3.628410, -0.348784, -0.433556], [-4.552944, -2.051616, 7.539782]],
  "atomic_forces_ev_per_a": [[0.1, -0.1, 0.0], [0.0, 0.0, 0.0], [0.1, 0.2, -0.1], [0.0, 0.0, 0.0], [-0.1, 0.1, 0.0], [0.0, 0.1, 0.0], [0.0, 0.0, -0.1], [-0.1, 0.0, 0.0], [0.0, 0.0, -0.1], [0.0, 0.0, 0.0], [0.6, -0.9, 0.0], [0.0, -0.1, 0.0], [0.1, 0.1, 0.0], [0.0, 0.1, 0.0], [0.0, 0.0, 0.1], [0.1, 0.0, 0.1], [-0.1, 0.0, -0.2], [0.1, 0.0, 0.1], [0.2, -0.1, -0.2], [0.0, 0.0, 0.0], [0.0, 0.0, 0.0], [-0.1, -0.1, -0.1], [0.0, -0.1, 0.1], [0.0, 0.0, 0.1], [0.0, 0.0, -0.1], [0.0, 0.1, -0.1], [0.0, 0.0, 0.1], [-0.3, -0.4, 0.0], [0.1, -0.1, -0.1], [-0.1, 0.1, 0.1], [0.2, -0.1, 0.0], [0.1, -0.2, -0.1], [0.0, 0.0, 0.0], [0.0, 0.0, 0.0], [0.0, 0.0, 0.0], [0.1, 0.0, 0.0], [0.0, -0.1, -0.2], [0.0, 0.0, 0.0], [0.2, 0.1, -0.1], [0.0, -0.2, 0.1], [0.0, -0.3, -0.3], [0.0, 0.0, 0.2], [-0.1, 0.0, 0.0], [0.0, 0.2, -0.1], [0.0, 0.0, 0.0], [-0.2, -0.3, 0.2], [0.4, -0.2, 0.0], [0.0, 0.1, 0.0], [0.0, 0.0, 0.0], [0.0, 0.1, 0.0], [0.0, 0.0, -0.1], [0.1, 0.0, -0.1], [0.0, 0.0, 0.0], [0.0, 0.0, 0.1], [-0.1, 0.0, 0.0], [-0.1, 0.1, 0.0], [0.0, 0.0, 0.0], [-0.1, 0.0, 0.0], [-0.1, 0.0, 0.0], [0.0, 0.1, -0.1], [0.0, 0.0, 0.0], [0.0, 0.0, -0.1], [0.0, 0.0, 0.0], [0.1, 0.0, 0.0], [-0.3, 0.6, 0.1], [0.0, 0.0, 0.0], [0.0, 0.0, 0.1], [0.1, 0.0, 0.0], [-0.1, 0.0, 0.0], [-0.2, 0.0, 0.1], [0.0, 0.0, 0.0], [0.0, 0.0, 0.0], [-0.1, -0.1, 0.0], [0.1, 0.0, 0.1], [0.0, 0.1, 0.0], [0.1, 0.0, 0.0], [-0.1, -0.1, 0.0], [0.0, 0.0, 0.0], [0.1, -0.1, 0.0], [-0.1, -0.1, 0.1], [-0.2, 0.3, 0.0], [0.0, -0.2, 0.0], [0.1, -0.1, 0.0], [-0.1, 0.1, -0.1], [0.0, 0.1, 0.0], [0.1, 0.0, -0.1], [0.0, 0.0, 0.1], [-0.1, -0.1, 0.1], [0.0, 0.0, 0.0], [0.0, -0.1, -0.1], [0.0, 0.2, -0.1], [0.0, 0.1, 0.0], [0.0, 0.0, 0.0], [0.1, -0.1, -0.1], [0.0, 0.0, 0.0], [-0.1, -0.2, -0.2], [0.0, 0.0, 0.0], [-0.2, 0.0, 0.0], [0.4, 0.9, 0.5], [0.0, 0.1, 0.0], [0.0, 0.0, 0.1], [0.2, 0.0, 0.1], [0.1, -0.1, 0.0], [-0.1, 0.0, 0.0], [0.0, 0.0, 0.0], [0.0, -0.1, 0.0], [0.0, 0.0, 0.0], [-0.2, 0.1, -0.1], [0.0, -0.1, 0.0], [0.0, 0.1, 0.0], [0.0, -0.1, 0.0], [0.0, 0.0, 0.1], [0.0, 0.0, -0.2], [0.1, 0.0, 0.1], [0.0, 0.0, 0.0], [0.0, 0.0, 0.1], [-0.3, 0.4, -0.1], [-0.1, 0.1, 0.2], [0.0, 0.0, 0.1], [0.0, 0.0, -0.1], [0.0, 0.0, 0.0]],
  "mulliken_charge": [-0.761, 0.273, -0.983, 0.259, 0.411, -0.256, 0.299, 0.227, -0.274, 0.298, 0.422, -0.594, 0.825, -0.472, 0.382, 0.297, -1.061, -0.952, -1.278, -0.600, 0.365, -0.422, 0.334, 0.308, 1.103, -0.367, 0.022, 0.063, -0.506, 0.316, 0.464, -1.428, 0.356, 0.308, 0.271, -0.991, -0.265, -0.569, -0.558, 0.449, -0.526, -0.641, 0.341, -0.372, 0.265, 0.936, -1.232, -0.487, 0.451, 0.273, -0.248, -0.352, 0.348, 0.365, -1.077, -0.532, 0.309, -0.502, 0.463, 0.267, 0.213, -1.036, 0.338, -0.346, -1.571, 0.367, -0.607, 0.473, 0.476, 0.379, 0.274, 0.301, 0.305, 0.339, 0.317, 0.734, 0.423, 0.819, 0.682, 0.416, -0.770, 0.702, 0.358, -1.087, -0.069, 0.613, 0.261, 0.193, 0.355, -0.988, -1.010, 0.330, 0.303, 0.306, 0.488, -0.647, 0.392, -0.390, -0.132, -0.365, 0.214, -1.026, 0.338, 0.387, 0.342, 0.339, 0.313, -0.348, 0.343, -0.346, 0.227, -0.172, 0.409, -0.654, 0.306, 0.156, 0.748, 0.282, 0.806, 1.149, 0.283]
}

=====

{
  "formula": "C2H7N4",
  "method": "ωB97M-V/def2-TZVPD",
  "total_charge": 1,
  "total_energy_ha": -299.00192,
  "e_homo_ev": -14.2,
  "e_lumo_ev": -4.662,
  "de_lowest_kcal_mol": 138.1,
  "symbols": ["H", "C", "N", "N", "H", "H", "H", "H", "N", "H", "N", "C", "H"],
  "xyz": [[-0.733523, -0.444110, -1.578226], [-1.070562, -0.778352, 0.785317], [-0.213113, -0.184927, 1.518709], [-0.416686, 0.478059, -1.279681], [-0.944929, 1.339296, -1.243975], [1.165580, 1.523205, -0.410307], [2.051377, -0.226679, 2.875062], [1.584420, -0.210778, -1.170022], [1.025925, -0.010786, 1.289881], [-1.963950, -0.263518, 0.729394], [2.038812, 0.156213, 1.926577], [0.809408, 0.575782, -0.794247], [-0.993039, -1.813685, 0.525790]],
  "atomic_forces_ev_per_a": [[-0.3, 0.8, -0.5], [0.6, -0.8, 1.8], [-0.7, 0.6, 0.0], [1.9, -0.2, 1.4], [-0.9, -0.5, -0.1], [0.0, 0.1, -0.5], [-0.5, 0.1, 0.3], [-1.5, 1.5, 1.2], [0.1, 0.2, -1.6], [-2.2, 0.4, 0.1], [1.0, -0.4, 0.0], [2.2, -1.4, -1.2], [0.3, -0.5, -0.9]],
  "nbo_charge": [0.444, -0.062, -0.222, -0.683, 0.445, 0.245, 0.355, 0.253, 0.104, 0.203, -0.299, 0.017, 0.200]
}

=====

{
  "formula": "C5H8N2",
  "method": "ωB97M-V/def2-TZVPD",
  "smiles": "C=C=C(N)/C=N/C",
  "total_energy_ha": -304.74649,
  "e_homo_ev": -8.3,
  "e_lumo_ev": 1.036,
  "de_lowest_kcal_mol": 55.9,
  "symbols": ["C", "H", "H", "C", "H", "N", "H", "C", "H", "C", "H", "N", "H", "C", "H"],
  "xyz": [[0.224350, 0.772447, -0.055026], [3.127924, 0.708353, 0.722047], [3.140012, 0.650361, -1.037991], [-1.076496, 0.064021, 0.028135], [-3.077866, 0.374177, 0.030943], [-2.217124, 0.907707, 0.010358], [-2.226940, 1.514902, -0.802826], [-1.110056, -1.240348, 0.201556], [2.366463, 2.032113, -0.204185], [-1.091925, -2.525685, 0.417977], [-1.090128, -2.937400, 1.425992], [1.327091, 0.158770, -0.147370], [-1.050014, -3.237132, -0.405247], [2.538206, 0.943792, -0.171246], [0.154412, 1.873204, -0.017070]],
  "atomic_forces_ev_per_a": [[0.2, -0.2, 0.0], [-0.1, 0.0, -0.1], [-0.1, 0.1, 0.1], [0.1, -0.3, 0.1], [0.1, 0.1, 0.0], [-0.1, -0.1, -0.1], [0.0, 0.0, 0.1], [0.0, 0.0, 0.0], [0.0, -0.2, 0.0], [0.0, 0.1, 0.0], [0.0, 0.1, -0.1], [-0.4, 0.3, 0.0], [0.0, 0.1, 0.1], [0.2, 0.1, 0.0], [0.1, -0.1, 0.0]],
  "nbo_charge": [0.091, 0.207, 0.205, -0.001, 0.378, -0.804, 0.367, 0.071, 0.167, -0.450, 0.215, -0.376, 0.216, -0.434, 0.150]
}

=====

{
  "formula": "C9H18AsOS4Se3Si2TeY",
  "method": "ωB97M-V/def2-TZVPD",
  "total_charge": -2,
  "total_energy_ha": -12347.50453,
  "e_homo_ev": -1.6,
  "e_lumo_ev": 3.950,
  "de_lowest_kcal_mol": 0.0,
  "symbols": ["C", "H", "H", "H", "C", "H", "Se", "C", "H", "C", "H", "H", "S", "H", "Si", "H", "S", "C", "H", "C", "H", "C", "Si", "C", "Se", "Y", "S", "O", "H", "H", "H", "H", "S", "C", "Te", "As", "H", "H", "Se", "H"],
  "xyz": [[-3.467573, 0.831835, 3.584660], [-3.663568, 0.192714, 2.719626], [4.070168, -0.393189, 3.765439], [-1.068057, 0.749627, 6.794649], [2.412384, 1.615726, 5.483996], [-1.157564, -1.984937, 5.223256], [-2.833847, 0.135700, -0.434909], [-1.899013, 1.106341, 6.175508], [2.940106, -1.056332, 2.571208], [3.160058, -0.183599, 3.187308], [0.695069, -1.095989, 6.213305], [3.383740, 0.648759, 2.513202], [2.392640, 4.032883, 0.012462], [-2.187429, -2.064418, 3.789109], [1.740843, 0.249554, 4.349805], [-2.911892, -1.762224, 5.380447], [-0.002962, 2.322155, -0.551231], [2.598100, 1.411941, -0.336509], [2.418381, -1.465376, 6.007329], [4.091008, 3.575521, 0.095055], [3.289636, 1.269284, 6.047221], [-2.040598, -1.555018, 4.744911], [-1.872005, 0.306075, 4.452618], [1.714706, 2.432172, -0.296788], [-1.736118, -1.814563, -1.185973], [-0.137283, -0.119148, 0.596752], [4.297242, 1.834037, -0.087572], [5.002732, 4.358924, 0.277364], [1.226725, -2.138365, 4.874577], [-4.322744, 0.758655, 4.268541], [-2.838024, 0.865232, 6.692529], [-1.816000, 2.193408, 6.094212], [2.271254, -0.280958, -0.635187], [1.482964, -1.257874, 5.470265], [-1.901135, -3.360485, 0.870416], [-0.094283, 1.049923, 3.191441], [-3.396670, 1.862379, 3.229054], [1.649153, 1.947135, 6.195218], [0.412775, -2.771664, 1.686168], [2.706482, 2.483061, 4.883819]],
  "atomic_forces_ev_per_a": [[0.0, 0.0, 0.1], [0.0, 0.0, 0.0], [-0.1, 0.0, 0.0], [0.0, 0.0, -0.1], [0.0, 0.0, 0.0], [-0.1, 0.0, -0.1], [0.1, -0.3, 0.0], [0.0, 0.0, 0.0], [0.0, 0.0, 0.0], [0.0, 0.1, 0.1], [0.1, 0.0, -0.1], [0.0, -0.1, 0.0], [0.0, 0.0, 0.0], [0.0, 0.0, 0.0], [0.1, -0.1, 0.1], [0.0, 0.0, 0.0], [-0.1, 0.1, -0.1], [0.2, 0.1, 0.0], [-0.1, 0.0, 0.0], [0.1, 0.1, 0.1], [-0.1, 0.0, -0.1], [0.0, 0.0, 0.0], [-0.1, -0.2, 0.1], [0.2, 0.0, 0.0], [-0.5, -0.2, 0.2], [0.0, 0.1, -0.4], [-0.1, 0.1, 0.0], [-0.1, -0.1, 0.0], [0.0, 0.1, 0.0], [0.1, 0.0, 0.0], [0.1, 0.0, 0.0], [0.0, 0.0, 0.0], [-0.1, -0.1, 0.1], [0.0, 0.0, 0.0], [0.4, 0.2, -0.2], [0.0, 0.4, 0.3], [0.0, 0.0, 0.0], [0.0, 0.0, 0.0], [-0.2, -0.3, 0.0], [0.0, -0.1, 0.1]],
  "nbo_charge": [-1.121, 0.252, 0.215, 0.222, -1.119, 0.233, -0.472, -1.117, 0.249, -1.122, 0.219, 0.245, 0.310, 0.245, 1.413, 0.207, -0.315, -0.407, 0.212, 0.167, 0.207, -1.129, 1.410, -0.403, -0.174, 1.108, 0.298, -0.631, 0.249, 0.209, 0.209, 0.229, -0.341, -1.127, 0.174, -0.858, 0.234, 0.223, -0.638, 0.235]
}